(1)
Formula: C16H38N6O9
Source: the Open Molecules 2025 dataset
Level of theory: ωB97M-V with the def2-TZVPD basis set

Last columns: bonded neighbours and bond lengths (Å).
Geometry (Å):
1 O -3.73 16.52 -11.64  C28 1.197
2 O -13.70 18.21 -8.41  C20 1.224
3 O -5.58 15.22 -11.63  C25 1.433, C28 1.325
4 O -11.27 15.09 -7.61  C23 1.223
5 O -12.38 21.93 -6.85  C18 1.224
6 O -6.62 19.24 -13.89  C27 1.234
7 O -5.02 16.17 -9.82  C28 1.332, C31 1.424
8 O -3.72 14.20 -7.35  C30 1.220
9 O -9.19 19.23 -9.60  C26 1.235
10 N -9.61 13.64 -7.06  C21 1.464, C23 1.347, H66 1.001
11 N -5.28 13.96 -5.74  C30 1.351, H50 1.002, H64 1.004
12 N -8.41 18.40 -12.87  C27 1.360, H43 1.009, H69 1.006
13 N -10.32 17.79 -8.34  C26 1.348, H38 1.011, H41 1.012
14 N -11.89 20.54 -8.56  C18 1.349, H36 1.011, H53 1.008
15 N -13.79 15.96 -8.50  C20 1.372, H48 1.011, H61 0.999
16 C -5.91 13.48 -8.04  C30 1.517, H44 1.085, H52 1.094, H67 1.095
17 C -10.11 21.95 -7.65  C18 1.522, H42 1.098, H46 1.091, H60 1.087
18 C -11.57 21.50 -7.66  O5 1.224, N14 1.349, C17 1.522
19 C -8.41 18.61 -15.34  C27 1.497, H57 1.085, H62 1.093, H63 1.095
20 C -14.37 17.19 -8.36  O2 1.224, N15 1.372, C29 1.504
21 C -9.53 13.07 -8.41  N10 1.464, H32 1.085, H37 1.085, H56 1.098
22 C -8.20 17.06 -9.38  C26 1.507, H35 1.085, H54 1.097, H65 1.090
23 C -10.43 14.69 -6.82  O4 1.223, N10 1.347, C24 1.522
24 C -10.22 15.30 -5.44  C23 1.522, H33 1.086, H34 1.088, H59 1.096
25 C -5.72 15.22 -13.06  O3 1.433, H49 1.084, H51 1.087, H55 1.091
26 C -9.25 18.11 -9.09  O9 1.235, N13 1.348, C22 1.507
27 C -7.76 18.78 -14.00  O6 1.234, N12 1.360, C19 1.497
28 C -4.68 16.02 -11.10  O1 1.197, O3 1.325, O7 1.332
29 C -15.87 17.28 -8.43  C20 1.504, H39 1.084, H40 1.090, H45 1.093
30 C -4.87 13.95 -7.03  O8 1.220, N11 1.351, C16 1.517
31 C -4.21 16.96 -8.95  O7 1.424, H47 1.097, H58 1.087, H68 1.088
32 H -10.50 13.04 -8.89  C21 1.085
33 H -9.25 15.78 -5.38  C24 1.086
34 H -11.08 15.89 -5.15  C24 1.088
35 H -7.82 16.99 -10.39  C22 1.085
36 H -11.22 20.24 -9.25  N14 1.011
37 H -8.92 12.18 -8.48  C21 1.085
38 H -10.95 18.56 -8.16  N13 1.011
39 H -16.14 18.26 -8.06  C29 1.084
40 H -16.16 17.10 -9.47  C29 1.090
41 H -10.56 16.84 -8.06  N13 1.012
42 H -9.62 21.77 -8.62  C17 1.098
43 H -7.97 18.78 -12.04  N12 1.009
44 H -5.42 13.19 -8.97  C16 1.085
45 H -16.32 16.47 -7.86  C29 1.093
46 H -9.43 21.38 -7.02  C17 1.091
47 H -3.26 16.39 -8.92  C31 1.097
48 H -12.79 16.00 -8.34  N15 1.011
49 H -6.40 14.46 -13.41  C25 1.084
50 H -6.24 13.79 -5.52  N11 1.002
51 H -6.00 16.22 -13.37  C25 1.087
52 H -6.66 14.23 -8.30  C16 1.094
53 H -12.82 20.15 -8.59  N14 1.008
54 H -7.34 17.45 -8.82  C22 1.097
55 H -4.74 14.98 -13.48  C25 1.091
56 H -8.96 13.80 -9.00  C21 1.098
57 H -8.42 19.51 -15.96  C19 1.085
58 H -3.94 17.93 -9.34  C31 1.087
59 H -10.27 14.49 -4.70  C24 1.096
60 H -10.03 23.02 -7.50  C17 1.087
61 H -14.37 15.16 -8.63  N15 0.999
62 H -9.40 18.14 -15.29  C19 1.093
63 H -7.86 17.87 -15.91  C19 1.095
64 H -4.62 14.22 -5.02  N11 1.004
65 H -8.44 16.10 -8.92  C22 1.090
66 H -9.01 13.26 -6.36  N10 1.001
67 H -6.53 12.69 -7.62  C16 1.095
68 H -4.39 16.99 -7.88  C31 1.088
69 H -9.38 18.15 -12.92  N12 1.006

Its spin multiplicity is 1. For the highest occupied orbital energy, the calculation gives -8.970 eV. The calculation puts the LUMO energy at -0.0060 Ha.

(2)
Formula: C16H38NO17S4
Source: the Open Molecules 2025 dataset
Level of theory: ωB97M-V with the def2-TZVPD basis set

Last columns: bonded neighbours and bond lengths (Å).
Geometry (Å):
1 S -19.78 15.72 3.43  O11 1.420, O15 1.437, O19 1.622, C36 1.796
2 S -14.00 15.99 -3.27  O12 1.443, O13 1.439, O20 1.623, C31 1.806
3 S -11.62 21.38 -2.03  O7 1.439, O8 1.444, O18 1.625, C37 1.818
4 S -19.88 13.08 -1.59  O6 1.435, O14 1.463, O16 1.625, C29 1.815
5 O -17.51 17.63 0.88  N22 1.263
6 O -19.91 14.26 -2.40  S4 1.435
7 O -11.21 22.76 -2.13  S3 1.439
8 O -11.16 20.40 -2.99  S3 1.444
9 O -17.68 18.17 -1.22  N22 1.261
10 O -18.31 19.66 -3.57  C34 1.190
11 O -20.41 15.04 2.35  S1 1.420
12 O -15.42 16.17 -3.07  S2 1.443
13 O -13.13 17.12 -3.38  S2 1.439
14 O -19.98 11.77 -2.23  S4 1.463
15 O -20.16 15.57 4.81  S1 1.437
16 O -21.14 13.21 -0.57  S4 1.625, C30 1.416
17 O -17.00 21.43 -3.87  C24 1.421, C34 1.357
18 O -13.25 21.41 -2.00  S3 1.625, C25 1.457
19 O -19.73 17.30 3.04  S1 1.622, C32 1.415
20 O -13.43 14.99 -2.12  S2 1.623, C27 1.438
21 O -17.61 16.09 -0.69  N22 1.248
22 N -17.65 17.28 -0.33  O5 1.263, O9 1.261, O21 1.248
23 C -17.50 22.70 -1.91  C24 1.553, C33 1.542, H67 1.092, H71 1.093
24 C -16.60 22.60 -3.17  O17 1.421, C23 1.553, H51 1.088, H70 1.088
25 C -13.90 20.11 -2.05  O18 1.457, C26 1.498, H39 1.093, H56 1.092
26 C -15.00 20.13 -1.04  C25 1.498, H42 1.091, H49 1.099, H62 1.090
27 C -13.95 14.95 -0.78  O20 1.438, C28 1.520, H66 1.092, H73 1.089
28 C -14.33 16.30 -0.21  C27 1.520, H48 1.087, H61 1.091, H74 1.095
29 C -18.52 13.11 -0.39  S4 1.815, H44 1.088, H50 1.087, H58 1.086
30 C -21.34 12.19 0.39  O16 1.416, C38 1.535, H52 1.093, H76 1.093
31 C -13.80 14.86 -4.66  S2 1.806, H63 1.087, H69 1.087, H75 1.086
32 C -19.39 18.19 4.09  O19 1.415, C35 1.514, H59 1.095, H65 1.092
33 C -18.15 21.31 -1.83  C23 1.542, C34 1.487, H40 1.090, H53 1.090
34 C -17.86 20.68 -3.15  O10 1.190, O17 1.357, C33 1.487
35 C -20.64 18.94 4.50  C32 1.514, H54 1.097, H57 1.092, H72 1.088
36 C -18.00 15.48 3.38  S1 1.796, H43 1.088, H46 1.087, H64 1.095
37 C -11.24 20.77 -0.37  S3 1.818, H45 1.085, H55 1.086, H68 1.093
38 C -22.63 12.58 1.13  C30 1.535, H41 1.091, H47 1.087, H60 1.091
39 H -14.33 20.00 -3.05  C25 1.093
40 H -17.75 20.78 -0.96  C33 1.090
41 H -22.87 11.84 1.89  C38 1.091
42 H -14.73 20.26 0.01  C26 1.091
43 H -17.58 16.23 4.05  C36 1.088
44 H -18.77 13.88 0.34  C29 1.088
45 H -10.28 21.13 -0.01  C37 1.085
46 H -17.70 14.48 3.66  C36 1.087
47 H -23.45 12.71 0.42  C38 1.087
48 H -15.26 16.74 -0.57  C28 1.087
49 H -15.47 19.13 -1.03  C26 1.099
50 H -17.64 13.40 -0.96  C29 1.087
51 H -16.89 23.48 -3.74  C24 1.088
52 H -21.47 11.17 0.02  C30 1.093
53 H -19.21 21.35 -1.62  C33 1.090
54 H -21.08 19.36 3.59  C35 1.097
55 H -11.35 19.69 -0.27  C37 1.086
56 H -13.25 19.23 -2.00  C25 1.092
57 H -21.41 18.24 4.83  C35 1.092
58 H -18.43 12.13 0.08  C29 1.086
59 H -19.02 17.76 5.03  C32 1.095
60 H -22.45 13.52 1.64  C38 1.091
61 H -14.39 16.21 0.87  C28 1.091
62 H -15.80 20.82 -1.31  C26 1.090
63 H -14.09 15.37 -5.58  C31 1.087
64 H -17.64 15.77 2.39  C36 1.095
65 H -18.64 18.95 3.86  C32 1.092
66 H -14.80 14.26 -0.75  C27 1.092
67 H -16.97 22.94 -0.99  C23 1.092
68 H -12.02 21.24 0.23  C37 1.093
69 H -12.76 14.53 -4.75  C31 1.087
70 H -15.58 22.50 -2.79  C24 1.088
71 H -18.24 23.51 -1.94  C23 1.093
72 H -20.45 19.76 5.19  C35 1.088
73 H -13.18 14.52 -0.14  C27 1.089
74 H -13.59 17.07 -0.47  C28 1.095
75 H -14.46 14.02 -4.47  C31 1.086
76 H -20.51 12.14 1.11  C30 1.093

Its spin multiplicity is 1. For the highest occupied orbital energy, the calculation gives -5.199 eV. The calculation puts the LUMO energy at 0.0846 Ha. As for the charge: -1.